Entry 1:
{"formula": "C35H43BaClP2Si2", "method": "ωB97M-V/def2-TZVPD", "symbols": ["C", "C", "C", "H", "C", "C", "H", "H", "H", "H", "Ba", "Si", "C", "C", "H", "C", "H", "C", "H", "C", "H", "C", "H", "C", "C", "H", "C", "H", "C", "H", "C", "H", "C", "H", "H", "Si", "C", "C", "H", "C", "H", "C", "H", "C", "H", "C", "H", "C", "C", "H", "C", "H", "C", "H", "C", "H", "C", "H", "H", "Cl", "C", "P", "C", "C", "C", "P", "C", "C", "H", "H", "H", "H", "H", "H", "H", "H", "H", "H", "H", "H", "H", "H", "H", "H"], "xyz": [[-1.791267, -1.431546, 4.203851], [-2.393090, -0.729758, 3.120441], [-2.952118, -1.698295, 2.235328], [-2.438483, 0.356975, 3.003606], [-2.692429, -2.988116, 2.778007], [-1.970098, -2.823484, 3.984963], [-1.639499, -3.616620, 4.660007], [-1.340432, -0.974559, 5.083943], [-3.502080, -1.484510, 1.309237], [-3.035828, -3.936669, 2.350105], [-0.069649, -1.808824, 1.888120], [-0.807350, -1.055169, -3.773735], [-0.327376, 0.492953, -4.951074], [0.959009, 0.702946, -5.492805], [1.680557, -0.115931, -5.571544], [1.311393, 1.946545, -6.033118], [2.344525, 2.146080, -6.306570], [0.343513, 2.938730, -6.161789], [0.632234, 3.954889, -6.422398], [-0.992735, 2.601291, -5.970305], [-1.767041, 3.327068, -6.200781], [-1.325570, 1.365515, -5.418610], [-2.373545, 1.061665, -5.426250], [-0.058006, -2.440427, -4.797901], [-0.325086, -2.543334, -6.180197], [-1.123883, -1.929037, -6.609549], [0.475218, -3.352107, -6.991216], [0.283298, -3.389283, -8.063830], [1.508013, -4.099293, -6.413464], [2.133750, -4.725149, -7.040068], [1.742673, -4.058186, -5.035095], [2.533600, -4.647053, -4.560193], [0.943114, -3.241073, -4.235050], [1.161737, -3.183338, -3.166063], [-2.277613, -1.084407, -3.868715], [1.197829, 1.373596, -1.759785], [0.498437, -0.587374, -1.985461], [-0.937309, -1.044965, -1.767069], [-1.685678, -0.289367, -1.493563], [-1.193507, -2.325667, -1.113266], [-2.246423, -2.589339, -0.925949], [-0.172333, -3.096205, -0.607462], [-0.412100, -3.906328, 0.114270], [1.158334, -2.645905, -0.754686], [1.955057, -3.178332, -0.226686], [1.465841, -1.489279, -1.467844], [2.500578, -1.151484, -1.420471], [-0.341946, 2.496233, -1.804114], [-1.439770, 2.205936, -0.971523], [-1.445573, 1.305340, -0.347799], [-2.562995, 3.047127, -0.910055], [-3.396836, 2.782788, -0.246328], [-2.581167, 4.237212, -1.647499], [-3.409466, 4.937408, -1.528703], [-1.526789, 4.516216, -2.522486], [-1.538605, 5.440256, -3.100893], [-0.439382, 3.643563, -2.612757], [0.353338, 3.838149, -3.333472], [2.422940, 2.240059, -1.848456], [1.423712, 1.016367, 0.389969], [0.862155, 1.775671, 3.368126], [0.617043, 3.054114, 4.678748], [-1.021667, 2.435614, 5.273249], [1.664532, 2.444547, 6.091028], [1.445306, 1.042904, 6.671394], [1.573754, -0.392508, 5.511763], [3.403154, -0.568248, 5.558134], [1.108813, -1.699211, 6.706769], [1.817575, 1.237494, 3.442475], [0.889534, 2.358217, 2.433213], [0.012319, 1.073699, 3.297997], [-1.076194, 1.334146, 5.248823], [-1.166826, 2.808485, 6.296190], [-1.784907, 2.857784, 4.600812], [2.711122, 2.618595, 5.807806], [1.427686, 3.179635, 6.874326], [2.211804, 0.864060, 7.437288], [0.458467, 0.971266, 7.146421], [3.732119, -0.660679, 6.602031], [3.694601, -1.468946, 5.002443], [3.885337, 0.302969, 5.095058], [1.971598, -1.949969, 7.337881], [0.280584, -1.347041, 7.335235], [0.786481, -2.587091, 6.147563]], "atomic_forces_ev_per_a": [[-0.4, 0.1, -0.1], [-0.2, -0.3, 0.1], [0.1, 0.1, 0.1], [-0.1, -0.4, 0.1], [0.1, 0.1, -0.3], [0.1, 0.3, 0.0], [-0.2, 0.3, -0.3], [-0.1, -0.2, -0.3], [0.3, -0.1, 0.5], [0.2, 0.4, 0.2], [0.3, 0.6, 0.0], [-0.9, 0.8, 0.3], [-0.4, -0.9, 0.0], [0.1, 0.3, 0.3], [-0.1, 0.2, 0.7], [-0.2, -0.2, 0.3], [-0.2, -0.1, -0.1], [0.0, 0.1, 0.1], [-0.1, -0.2, -0.2], [0.2, 0.1, 0.0], [0.0, -0.2, 0.0], [0.1, 0.1, 0.2], [0.2, 0.2, 0.7], [0.3, -0.4, 0.5], [0.3, 0.2, 0.4], [0.3, -0.2, 0.0], [-0.2, 0.0, 0.5], [0.1, -0.1, 0.3], [0.0, 0.0, 0.2], [0.0, 0.0, 0.0], [-0.4, 0.0, -0.2], [-0.2, 0.2, -0.4], [0.3, 0.0, -0.2], [-0.1, 0.0, -0.4], [-0.7, 0.0, -1.1], [-2.8, -2.2, 1.4], [3.9, 1.3, 0.0], [-0.8, 1.1, -3.1], [0.2, -0.2, -0.2], [0.5, -1.4, 1.7], [0.6, 0.1, -0.1], [-2.9, 0.4, -0.1], [0.1, 0.0, -1.0], [2.4, 0.1, 0.4], [0.0, -0.1, -0.6], [-0.5, 1.0, 0.7], [0.0, -0.3, -0.3], [-0.1, 0.1, -0.1], [-0.3, 0.2, 0.0], [0.1, 0.4, -0.2], [0.4, 0.0, 0.0], [0.4, 0.2, -0.3], [0.2, -0.3, 0.0], [0.2, -0.2, -0.1], [0.0, -0.1, 0.3], [0.0, -0.3, 0.0], [0.1, -0.2, 0.1], [-0.1, 0.2, 0.2], [-0.2, -0.8, -0.8], [0.2, 0.3, 0.1], [0.1, 0.7, -0.9], [-0.1, -0.6, 0.4], [0.0, 0.2, 0.0], [-0.2, 0.2, -0.1], [0.1, 0.2, -0.1], [0.0, -0.1, 0.0], [0.1, -0.1, -0.1], [0.1, -0.3, 0.1], [-0.4, 0.2, -0.1], [0.0, -0.4, 0.3], [0.4, 0.2, 0.2], [0.0, 0.4, 0.1], [-0.3, -0.1, -0.3], [0.1, -0.2, 0.4], [-0.1, -0.1, 0.1], [0.3, -0.1, 0.0], [-0.3, 0.0, 0.1], [0.2, 0.1, -0.1], [0.1, 0.0, -0.2], [0.1, 0.2, 0.1], [-0.1, -0.2, 0.1], [-0.3, 0.0, 0.0], [0.2, -0.2, -0.2], [0.0, 0.1, 0.3]], "lowdin_charge": [-0.31, -0.31, -0.27, 0.09, -0.24, -0.26, 0.09, 0.06, 0.10, 0.10, 1.75, 0.72, -0.25, -0.11, 0.11, -0.10, 0.10, -0.12, 0.10, -0.11, 0.10, -0.11, 0.10, -0.27, -0.10, 0.11, -0.09, 0.10, -0.10, 0.09, -0.08, 0.10, -0.09, 0.07, -0.01, 0.57, -0.43, -0.36, 0.08, -0.17, 0.11, -0.35, 0.09, -0.32, 0.08, -0.26, 0.10, -0.33, -0.13, 0.07, -0.08, 0.11, -0.09, 0.10, -0.09, 0.10, -0.11, 0.09, -0.02, 0.26, -0.43, 0.87, -0.31, -0.45, -0.43, 0.83, -0.30, -0.30, 0.00, -0.04, -0.01, 0.01, 0.04, 0.04, 0.06, 0.06, 0.08, 0.07, 0.04, 0.04, 0.04, 0.04, 0.04, 0.03], "spin_multiplicity": 1, "energy_ha": -3106.74504, "gap_ev": 4.65}

=====

Entry 2:
{"formula": "C8H9N2O2", "method": "ωB97M-V/def2-TZVPD", "symbols": ["C", "C", "C", "C", "C", "C", "C", "C", "N", "N", "O", "O", "H", "H", "H", "H", "H", "H", "H", "H", "H"], "xyz": [[-0.304586, 2.595572, -1.128150], [-0.541344, 1.709683, -2.245410], [-0.156478, 2.151882, 0.156808], [-0.584591, 0.368087, -1.870678], [-0.047817, 0.731524, 0.412453], [-0.306629, -0.230311, -0.650699], [0.292910, -2.582641, 0.139650], [-0.122606, 0.349043, 1.719182], [1.342802, -2.374129, 0.761348], [-0.389636, -1.577567, -0.564590], [-0.216852, 1.091589, 2.735296], [1.985779, -3.417261, 1.375145], [-0.459426, 3.679326, -1.211203], [-0.759628, 1.965164, -3.185475], [-0.034993, 2.830074, 1.006884], [-0.684302, -0.221082, -2.730770], [-0.310492, -3.425953, 0.138533], [-0.343593, -0.707084, 2.106958], [-0.939610, -1.996112, -1.258466], [-0.253853, 2.014319, 2.513603], [2.834943, -2.954122, 1.779582]], "atomic_forces_ev_per_a": [[-1.1, 1.5, -0.2], [0.9, -1.8, 7.2], [0.9, -1.3, -1.1], [0.3, 1.3, -2.1], [-0.6, 0.0, -1.0], [0.6, 1.7, 1.1], [-0.6, 0.8, 0.4], [-1.2, -3.8, 0.9], [1.9, 1.4, 0.4], [0.6, 0.6, 0.8], [0.0, 0.7, 1.7], [1.8, 1.3, 1.1], [0.4, -0.5, -0.4], [-0.5, 1.3, -3.4], [-0.1, 0.1, -0.7], [-0.4, -1.5, -0.8], [-0.5, -2.2, -0.1], [0.9, 1.2, -1.3], [-0.8, -0.3, -1.3], [0.2, 1.1, 0.1], [-2.6, -1.5, -1.2]], "lowdin_charge": [-0.03, 0.06, 0.01, 0.01, -0.11, -0.14, -0.16, -0.07, -0.01, 0.11, 0.19, -0.04, 0.12, 0.08, 0.13, 0.11, 0.13, 0.19, 0.13, 0.11, 0.18], "smiles": "O\\C=C1/C=CC=C/C1=[NH+]/C=N/O", "spin_multiplicity": 1, "energy_ha": -569.86080, "charge": 1, "gap_ev": [7.04, 7.04]}

=====

Entry 3:
{"formula": "C20H54F6O15S11Zn", "method": "ωB97M-V/def2-TZVPD", "symbols": ["Zn", "C", "F", "F", "F", "S", "O", "O", "O", "C", "F", "F", "F", "S", "O", "O", "O", "C", "S", "O", "C", "H", "H", "H", "H", "H", "H", "C", "S", "O", "C", "H", "H", "H", "H", "H", "H", "C", "S", "O", "C", "H", "H", "H", "H", "H", "H", "C", "S", "O", "C", "H", "H", "H", "H", "H", "H", "C", "S", "O", "C", "H", "H", "H", "H", "H", "H", "C", "S", "O", "C", "H", "H", "H", "H", "H", "H", "C", "S", "O", "C", "H", "H", "H", "H", "H", "H", "C", "S", "O", "C", "H", "H", "H", "H", "H", "H", "C", "S", "O", "C", "H", "H", "H", "H", "H", "H"], "xyz": [[14.174741, -16.151417, 0.517707], [17.927460, -17.594746, 0.775316], [18.401229, -16.521704, 0.104238], [17.189681, -18.281928, -0.090423], [18.901597, -18.379056, 1.152760], [16.778584, -17.102579, 2.263619], [16.269101, -18.415734, 2.673029], [17.612619, -16.404156, 3.241815], [15.766019, -16.229203, 1.633605], [16.131672, -12.480228, 0.394867], [16.546136, -13.163706, -0.592228], [16.563409, -12.962202, 1.536851], [16.427706, -11.226960, 0.220207], [14.215927, -12.767375, 0.390993], [13.662210, -12.306906, -0.899366], [14.128006, -14.253854, 0.566115], [13.664596, -11.980924, 1.509698], [14.239331, -20.595797, 0.730577], [13.558994, -19.354675, -0.438825], [14.008152, -17.949355, -0.051786], [14.481225, -19.752908, -1.919277], [14.082777, -20.332485, 1.776637], [15.308165, -20.753328, 0.586099], [13.774177, -21.581047, 0.698693], [15.540827, -19.553568, -1.759225], [14.282731, -19.241700, -2.861277], [14.299734, -20.803352, -2.146750], [21.018534, -22.497124, -2.734988], [21.087152, -20.797943, -1.966196], [21.629357, -19.936411, -3.086690], [19.252511, -20.562796, -1.734884], [20.913999, -23.286956, -1.991118], [21.978525, -22.646954, -3.229024], [20.236626, -22.478406, -3.494173], [18.799641, -20.663104, -2.721276], [18.902760, -19.613570, -1.329005], [18.875179, -21.273060, -0.999197], [15.371442, -14.835360, 7.046593], [14.166171, -14.083580, 5.919596], [14.228470, -12.588119, 6.250063], [15.134978, -14.270584, 4.376153], [15.029544, -14.755215, 8.078475], [16.285572, -14.245764, 6.976956], [15.676534, -15.827578, 6.714141], [15.793856, -13.402753, 4.405108], [14.471182, -14.311125, 3.512534], [15.656375, -15.217169, 4.233890], [10.455738, -17.837531, 2.285956], [11.934294, -16.941056, 2.991095], [12.949887, -16.811297, 1.858868], [11.089229, -15.321190, 3.358832], [9.856820, -18.190640, 3.125423], [10.853560, -18.707394, 1.763289], [9.895491, -17.166463, 1.634887], [11.015186, -14.733738, 2.443668], [11.792676, -14.937819, 4.097946], [10.158077, -15.568198, 3.868768], [19.568543, -17.698267, 6.251058], [21.263144, -17.016721, 5.982640], [22.161256, -18.250611, 6.072063], [20.959561, -16.668163, 4.175182], [18.744449, -17.016485, 6.040971], [19.573155, -17.950466, 7.311468], [19.451948, -18.638631, 5.712332], [21.757385, -16.043446, 3.773546], [20.078939, -16.058873, 3.971813], [20.792580, -17.601221, 3.637024], [14.509591, -20.705287, 5.616889], [15.794604, -19.820560, 6.576066], [15.852103, -20.601409, 7.860850], [17.281108, -20.419424, 5.692058], [13.528385, -20.532284, 6.058950], [14.747303, -21.768700, 5.589592], [14.456000, -20.470503, 4.553828], [17.234073, -19.976292, 4.697314], [17.222579, -21.506473, 5.637250], [18.192895, -20.146007, 6.223076], [18.714603, -13.196174, 4.088896], [18.574405, -13.210788, 5.958815], [18.643147, -14.639006, 6.496443], [20.215928, -12.468203, 6.406497], [18.252199, -14.155396, 3.856115], [19.661254, -13.327998, 3.564890], [18.112356, -12.357938, 3.738545], [21.023212, -13.134548, 6.102546], [20.195087, -12.323500, 7.486645], [20.266946, -11.540617, 5.836318], [14.912302, -16.726427, -3.876719], [15.225911, -15.405605, -2.635458], [15.158366, -15.973988, -1.196491], [17.036593, -15.508678, -2.938608], [13.877367, -17.050845, -3.768280], [15.605988, -17.563835, -3.801456], [15.046045, -16.340790, -4.887404], [17.490838, -16.461747, -2.667657], [17.602538, -14.768139, -2.373443], [17.258748, -15.337083, -3.991837], [23.685507, -16.164639, 0.263671], [23.156387, -17.917820, -0.053361], [23.149911, -18.436271, 1.393725], [21.450500, -17.586828, -0.515280], [23.528961, -15.513224, -0.596135], [24.732408, -16.190956, 0.565976], [23.163198, -15.829181, 1.159636], [20.908538, -16.996616, 0.223659], [20.872368, -18.510832, -0.505116], [21.265759, -17.162506, -1.502156]], "atomic_forces_ev_per_a": [[0.3, 0.9, 0.0], [-1.5, 1.4, 0.8], [0.1, -0.3, 0.5], [-0.6, -0.4, -0.6], [0.8, -0.2, 0.4], [0.6, -0.8, 0.6], [0.4, 1.2, -0.5], [-0.8, -0.7, -1.4], [1.5, -0.4, 0.7], [-4.5, 0.0, 1.2], [2.0, -1.9, -2.5], [1.0, 0.0, 0.7], [0.5, 1.1, 0.3], [-2.3, 2.3, 0.0], [1.6, -1.2, 1.2], [-0.1, 2.1, 0.3], [1.3, -1.7, -1.0], [0.8, -0.2, 0.2], [-0.6, 1.2, 0.4], [-0.1, -3.6, -1.1], [1.0, -0.7, -0.3], [0.0, 0.9, -0.2], [0.1, 0.3, 0.0], [-0.4, 0.1, -0.9], [0.1, -0.3, 0.4], [-0.9, 0.5, 0.6], [0.2, -0.2, 0.3], [-0.1, 0.8, 0.2], [0.5, -0.1, -0.7], [-1.1, -0.5, 1.0], [0.1, 0.0, -0.5], [-0.3, 0.2, 0.0], [0.0, 0.3, 0.1], [-0.1, -0.2, 0.1], [-0.1, -0.3, 0.0], [0.9, 0.3, -0.1], [0.2, -0.5, -0.3], [0.5, 0.4, -0.4], [0.7, 1.4, 0.4], [-0.3, -1.9, -0.5], [-0.4, -0.4, 0.1], [-0.3, -0.3, -0.2], [-0.1, 0.2, -0.1], [-0.5, -0.2, 0.2], [0.0, -0.1, -0.4], [-0.2, 0.9, 0.0], [0.4, 0.0, 0.8], [1.0, 0.5, 0.3], [-0.8, -0.1, -0.5], [-2.1, 0.1, 1.8], [1.3, -1.3, 0.0], [0.0, 0.2, 0.0], [0.0, 0.1, -0.1], [0.1, -0.2, 0.0], [-0.1, 0.0, 0.2], [-0.2, 0.7, -0.2], [-0.1, 0.1, -0.3], [0.4, 0.0, 0.6], [-0.5, -1.7, -1.2], [-1.0, 1.7, -0.2], [-0.1, 0.4, 0.2], [0.3, 0.2, -0.1], [-0.1, 0.1, 0.1], [0.4, 0.2, -0.3], [0.5, -0.6, 0.0], [-0.4, -0.1, 0.8], [0.5, -0.1, 0.1], [0.3, -0.4, -0.8], [0.5, -1.3, 0.6], [-0.3, 0.7, -0.3], [-0.8, 0.1, -0.5], [0.2, 0.0, 0.2], [0.0, -0.1, 0.6], [0.2, 0.7, 0.0], [0.3, 0.0, -0.1], [-0.1, 0.0, 0.0], [-0.4, 0.2, 0.1], [-0.3, -1.0, 0.8], [1.5, -1.0, 0.1], [-0.1, 1.4, -1.0], [-1.0, -0.3, -0.6], [-0.7, 0.1, -0.1], [0.5, 0.7, 0.6], [0.2, -0.1, -0.1], [-0.2, -0.1, 0.1], [0.1, 0.1, -0.2], [0.1, 0.2, 0.3], [-0.4, -0.1, 0.3], [1.8, -1.2, 1.3], [0.3, 0.4, -3.2], [0.4, 0.6, -0.2], [0.0, 0.0, 0.0], [0.0, 0.1, 0.5], [-0.1, 0.5, 0.1], [-0.7, -0.3, 0.2], [-0.5, 0.2, 0.1], [-0.3, 0.1, -0.1], [-0.1, -0.5, -0.2], [0.4, 0.6, 2.4], [-0.3, 0.3, -2.1], [-1.3, 0.0, 0.2], [0.0, 0.0, 0.0], [0.1, -0.2, -0.4], [-0.4, -0.1, -0.2], [0.5, 0.4, 0.2], [0.5, -0.4, 0.0], [0.6, 0.1, -0.1]], "lowdin_charge": [0.54, -0.64, 0.12, 0.10, 0.16, 0.57, -0.32, -0.30, -0.34, -0.74, 0.17, 0.16, 0.19, 0.60, -0.33, -0.39, -0.32, -0.21, 0.95, -0.58, -0.24, 0.05, 0.06, 0.06, 0.05, 0.04, 0.06, -0.23, 0.82, -0.56, -0.25, 0.05, 0.05, 0.04, 0.05, 0.01, 0.06, -0.26, 0.82, -0.57, -0.23, 0.06, 0.00, 0.05, 0.05, 0.03, 0.03, -0.21, 0.95, -0.58, -0.19, 0.05, 0.04, 0.06, 0.07, 0.02, 0.06, -0.26, 0.85, -0.58, -0.25, 0.03, 0.05, 0.03, 0.03, 0.01, 0.05, -0.26, 0.82, -0.58, -0.24, 0.05, 0.05, 0.03, 0.03, 0.06, 0.03, -0.24, 0.86, -0.58, -0.24, 0.01, 0.06, 0.04, 0.05, 0.05, 0.04, -0.25, 1.00, -0.57, -0.23, 0.05, 0.05, 0.06, 0.06, 0.05, 0.06, -0.24, 0.85, -0.57, -0.30, 0.05, 0.04, 0.04, 0.04, -0.01, 0.07], "spin_multiplicity": 1, "energy_ha": -8681.32524, "gap_ev": 7.47}